{"formula": "C43H77MnN10O", "method": "the ωB97M-V functional and the def2-TZVPD basis", "species": ["Mn", "C", "C", "C", "O", "H", "H", "H", "H", "H", "H", "H", "C", "C", "C", "C", "N", "H", "H", "H", "H", "H", "H", "H", "C", "C", "C", "C", "N", "H", "H", "H", "H", "H", "H", "H", "C", "C", "C", "C", "N", "H", "H", "H", "H", "H", "H", "H", "C", "C", "C", "C", "N", "H", "H", "H", "H", "H", "H", "H", "C", "C", "C", "C", "N", "H", "H", "H", "H", "H", "H", "H", "C", "C", "C", "C", "N", "H", "H", "H", "H", "H", "H", "H", "C", "C", "C", "C", "N", "H", "H", "H", "H", "H", "H", "H", "C", "C", "C", "C", "N", "H", "H", "H", "H", "H", "H", "H", "C", "C", "C", "C", "N", "H", "H", "H", "H", "H", "H", "H", "C", "C", "C", "C", "N", "H", "H", "H", "H", "H", "H", "H"], "coordinates": [[0.284, 0.758, -4.034], [-1.556, 0.060, -0.438], [-0.052, 0.275, -0.680], [0.711, -0.859, -0.043], [0.206, 0.497, -2.024], [-1.789, -0.929, -0.841], [-2.107, 0.887, -0.880], [-1.741, -0.002, 0.636], [0.225, 1.130, -0.039], [0.414, -1.789, -0.544], [0.491, -0.998, 1.016], [1.792, -0.705, -0.087], [2.688, -4.361, 0.304], [4.174, -4.176, 0.020], [4.726, -2.920, 0.657], [4.569, -2.831, 2.104], [4.442, -2.777, 3.242], [2.197, -5.042, -0.395], [2.126, -3.424, 0.239], [2.470, -4.770, 1.292], [4.336, -4.102, -1.057], [4.759, -5.010, 0.410], [4.223, -2.024, 0.277], [5.791, -2.744, 0.486], [-3.479, -2.202, -3.524], [-3.178, -3.195, -2.398], [-4.075, -4.432, -2.357], [-5.487, -4.125, -2.093], [-6.579, -3.903, -1.814], [-3.038, -2.576, -4.452], [-2.979, -1.252, -3.331], [-4.547, -2.088, -3.704], [-3.226, -2.695, -1.429], [-2.134, -3.496, -2.519], [-3.774, -5.006, -1.478], [-4.036, -5.015, -3.277], [-2.738, 3.007, 1.752], [-3.275, 4.348, 2.238], [-2.338, 5.082, 3.208], [-1.993, 4.365, 4.423], [-1.728, 3.740, 5.349], [-1.839, 3.227, 1.167], [-3.369, 2.435, 1.070], [-2.518, 2.364, 2.604], [-4.285, 4.291, 2.653], [-3.480, 5.046, 1.419], [-2.793, 6.018, 3.542], [-1.415, 5.369, 2.700], [-2.641, 4.916, -4.768], [-3.444, 4.486, -3.540], [-2.721, 3.429, -2.675], [-2.199, 2.342, -3.487], [-1.815, 1.446, -4.099], [-2.526, 4.087, -5.470], [-1.618, 5.161, -4.461], [-3.083, 5.770, -5.272], [-4.392, 4.094, -3.909], [-3.624, 5.371, -2.932], [-3.409, 3.037, -1.923], [-1.946, 3.936, -2.097], [2.051, 1.140, 3.309], [1.477, 2.008, 4.422], [0.625, 1.213, 5.426], [1.136, -0.073, 5.862], [1.477, -1.107, 6.225], [1.343, 0.608, 2.664], [2.671, 0.332, 3.707], [2.676, 1.724, 2.630], [0.895, 2.817, 3.980], [2.290, 2.498, 4.960], [-0.338, 1.051, 4.929], [0.302, 1.816, 6.275], [5.525, -0.417, -1.767], [4.229, 0.328, -1.418], [4.255, 1.766, -1.934], [5.335, 2.482, -1.259], [6.200, 2.974, -0.689], [5.741, -0.488, -2.835], [5.481, -1.415, -1.344], [6.351, 0.184, -1.378], [3.913, 0.234, -0.379], [3.448, -0.201, -1.981], [3.306, 2.221, -1.639], [4.376, 1.735, -3.016], [0.326, -5.403, 3.703], [1.113, -4.160, 4.140], [0.725, -2.924, 3.328], [-0.639, -2.412, 3.533], [-1.694, -1.967, 3.629], [-0.731, -5.199, 3.896], [0.614, -6.238, 4.340], [0.411, -5.660, 2.647], [2.162, -4.421, 3.988], [0.990, -3.992, 5.208], [0.833, -2.985, 2.241], [1.413, -2.099, 3.538], [-5.142, 0.335, -1.425], [-5.572, -0.619, -0.309], [-5.721, 0.085, 1.036], [-5.993, -0.826, 2.158], [-6.259, -1.488, 3.055], [-5.146, -0.244, -2.348], [-4.158, 0.783, -1.283], [-5.808, 1.197, -1.522], [-4.756, -1.337, -0.185], [-6.477, -1.163, -0.571], [-6.538, 0.810, 1.037], [-4.799, 0.612, 1.293], [2.587, -3.763, -4.989], [2.247, -3.578, -3.514], [0.736, -3.456, -3.257], [0.143, -2.276, -3.911], [-0.336, -1.361, -4.418], [3.627, -4.074, -5.083], [2.431, -2.860, -5.584], [2.009, -4.542, -5.491], [2.789, -2.730, -3.095], [2.646, -4.477, -3.041], [0.597, -3.384, -2.174], [0.162, -4.351, -3.502], [1.522, 4.732, 0.760], [2.976, 4.880, 0.368], [3.967, 4.190, 1.332], [3.840, 4.551, 2.739], [3.733, 4.824, 3.849], [1.150, 3.717, 0.600], [0.936, 5.454, 0.189], [1.375, 4.932, 1.824], [3.363, 5.888, 0.203], [3.134, 4.465, -0.634], [4.958, 4.467, 0.977], [3.830, 3.111, 1.237]], "lowdin_charge": [1.06, -0.04, -0.58, -0.06, -0.35, 0.07, 0.04, 0.09, 0.12, 0.07, 0.07, 0.06, -0.09, -0.23, -0.21, -0.22, 0.18, 0.07, 0.05, 0.07, 0.10, 0.12, 0.09, 0.12, -0.11, -0.25, -0.17, -0.23, 0.16, 0.07, 0.04, 0.07, 0.09, 0.08, 0.12, 0.12, -0.10, -0.25, -0.19, -0.22, 0.18, 0.06, 0.04, 0.08, 0.11, 0.10, 0.12, 0.11, -0.10, -0.23, -0.14, -0.15, 0.14, 0.07, 0.08, 0.08, 0.12, 0.12, 0.12, 0.14, -0.10, -0.24, -0.19, -0.23, 0.17, 0.06, 0.07, 0.04, 0.09, 0.10, 0.11, 0.11, -0.08, -0.27, -0.18, -0.23, 0.19, 0.08, 0.04, 0.08, 0.10, 0.09, 0.10, 0.12, -0.11, -0.25, -0.21, -0.24, 0.14, 0.07, 0.07, 0.06, 0.09, 0.11, 0.08, 0.09, -0.10, -0.24, -0.19, -0.23, 0.15, 0.06, 0.03, 0.08, 0.10, 0.11, 0.12, 0.10, -0.10, -0.24, -0.14, -0.13, 0.14, 0.08, 0.07, 0.09, 0.11, 0.11, 0.10, 0.14, -0.10, -0.25, -0.20, -0.23, 0.17, 0.06, 0.07, 0.07, 0.12, 0.09, 0.10, 0.09], "homo_energy_ev": [-12.4, -12.4], "spin_multiplicity": 6, "fmax_ha_per_bohr": 0.0716, "total_charge": 1, "molar_mass_da": 805.10}

***

{"formula": "C5H6O", "method": "the ωB97M-V functional and the def2-TZVPD basis", "species": ["C", "C", "C", "C", "C", "O", "H", "H", "H", "H", "H", "H"], "coordinates": [[2.150, -0.352, 0.120], [0.669, -0.202, -0.043], [-0.249, 0.610, 0.410], [-1.380, 1.220, 0.668], [-2.056, -1.052, -1.183], [-3.186, -0.945, -1.210], [2.617, 0.369, 0.793], [2.624, -0.273, -0.866], [2.361, -1.364, 0.487], [-1.747, 2.025, 0.034], [-2.018, 0.906, 1.491], [0.215, -0.942, -0.700]], "lowdin_charge": [-0.10, -0.20, -0.15, -0.04, 0.04, 0.06, 0.07, 0.07, 0.07, 0.06, 0.06, 0.05], "homo_energy_ev": -9.5, "fmax_ha_per_bohr": 0.0306, "total_charge": 0, "molar_mass_da": 82.10}

***

{"formula": "C7H9N2OP", "method": "the ωB97M-V functional and the def2-TZVPD basis", "species": ["O", "P", "C", "N", "C", "C", "N", "C", "C", "C", "C", "H", "H", "H", "H", "H", "H", "H", "H", "H"], "coordinates": [[0.330, -0.566, 2.370], [-0.119, 0.113, 1.099], [0.390, -1.070, -0.128], [0.653, -0.986, -1.425], [1.357, -2.114, -1.741], [1.610, -2.857, -0.619], [0.997, -2.161, 0.397], [-2.081, 0.640, 0.919], [-2.030, 1.755, 0.204], [-0.797, 2.306, -0.451], [0.389, 1.834, 0.456], [1.556, -2.392, -2.774], [2.031, -3.815, -0.612], [1.028, -2.439, 1.332], [-2.728, 0.136, 1.603], [-2.873, 2.384, -0.012], [-0.649, 1.766, -1.359], [-1.013, 3.317, -0.574], [1.339, 1.649, 0.000], [0.608, 2.498, 1.313]], "lowdin_charge": [-0.39, 0.83, -0.42, 0.06, -0.16, -0.08, 0.06, -0.06, -0.21, -0.21, -0.22, 0.10, 0.09, 0.12, 0.05, 0.09, 0.10, 0.08, 0.06, 0.09], "homo_energy_ev": -9.1, "fmax_ha_per_bohr": 0.0866, "smiles": "O=[P@@]1(c2ncc[nH]2)C=CCC1", "total_charge": 0, "molar_mass_da": 168.14}

***

{"formula": "C29H78O10", "method": "the ωB97M-V functional and the def2-TZVPD basis", "species": ["C", "C", "C", "O", "H", "H", "H", "H", "H", "H", "H", "H", "C", "C", "C", "O", "H", "H", "H", "H", "H", "H", "H", "H", "C", "C", "C", "O", "H", "H", "H", "H", "H", "H", "H", "H", "C", "C", "C", "O", "H", "H", "H", "H", "H", "H", "H", "H", "C", "C", "C", "O", "H", "H", "H", "H", "H", "H", "H", "H", "C", "C", "C", "O", "H", "H", "H", "H", "H", "H", "H", "H", "C", "C", "C", "O", "H", "H", "H", "H", "H", "H", "H", "H", "C", "C", "C", "O", "H", "H", "H", "H", "H", "H", "H", "H", "C", "C", "C", "O", "H", "H", "H", "H", "H", "H", "H", "H", "C", "C", "O", "H", "H", "H", "H", "H", "H"], "coordinates": [[-4.904, -0.901, -2.334], [-5.292, -1.282, -0.958], [-6.718, -1.338, -0.567], [-4.699, -2.551, -0.533], [-5.043, 0.204, -2.338], [-5.528, -1.304, -3.133], [-3.831, -0.962, -2.620], [-4.802, -0.539, -0.358], [-7.195, -2.248, -1.009], [-7.335, -0.449, -0.826], [-6.819, -1.505, 0.487], [-5.305, -3.214, -0.950], [-0.873, -1.791, -4.893], [0.117, -0.866, -5.546], [0.770, 0.077, -4.540], [1.037, -1.781, -6.186], [-1.312, -2.325, -5.748], [-1.691, -1.298, -4.368], [-0.453, -2.444, -4.097], [-0.373, -0.245, -6.308], [1.048, -0.474, -3.648], [0.079, 0.828, -4.152], [1.701, 0.579, -4.848], [1.722, -1.256, -6.645], [1.956, -5.439, 0.410], [1.940, -5.502, -1.079], [2.028, -4.145, -1.710], [3.034, -6.268, -1.569], [1.976, -6.461, 0.879], [1.063, -4.912, 0.663], [2.821, -5.034, 0.813], [1.095, -6.009, -1.467], [1.186, -3.533, -1.336], [1.796, -4.243, -2.787], [2.944, -3.639, -1.558], [3.477, -6.795, -0.867], [1.901, -0.997, 4.888], [0.774, -0.833, 3.919], [-0.489, -0.146, 4.436], [1.269, -0.022, 2.785], [2.792, -1.170, 4.271], [1.757, -1.772, 5.630], [2.061, -0.132, 5.500], [0.524, -1.796, 3.464], [-0.265, 0.921, 4.355], [-0.791, -0.470, 5.421], [-1.277, -0.356, 3.746], [0.648, -0.305, 2.096], [-3.555, -5.106, 1.787], [-2.438, -4.243, 2.262], [-1.056, -4.663, 1.986], [-2.691, -2.849, 1.890], [-3.489, -6.141, 2.177], [-3.453, -5.241, 0.667], [-4.570, -4.723, 2.039], [-2.519, -4.229, 3.370], [-0.861, -4.860, 0.905], [-0.941, -5.612, 2.512], [-0.353, -3.938, 2.363], [-3.506, -2.871, 1.364], [3.057, 6.854, -0.926], [2.362, 5.524, -0.708], [0.966, 5.803, 0.027], [2.281, 4.769, -1.924], [4.123, 6.657, -1.303], [3.120, 7.268, 0.087], [2.435, 7.390, -1.681], [3.011, 4.947, -0.048], [1.011, 6.713, 0.586], [0.665, 4.914, 0.625], [0.208, 6.053, -0.725], [2.378, 3.837, -1.696], [1.764, 3.496, 4.235], [3.105, 2.916, 3.853], [3.793, 2.217, 5.044], [3.139, 2.031, 2.725], [1.315, 4.060, 3.398], [1.889, 4.181, 5.083], [1.096, 2.647, 4.542], [3.734, 3.814, 3.552], [4.630, 1.636, 4.632], [3.167, 1.519, 5.651], [4.069, 3.016, 5.777], [2.429, 1.288, 2.776], [0.172, 0.307, -0.397], [-1.115, -0.386, -0.016], [-1.480, -1.532, -0.924], [-1.026, -0.911, 1.426], [0.048, 0.568, -1.452], [0.983, -0.429, -0.389], [0.306, 1.159, 0.277], [-1.949, 0.296, 0.066], [-0.773, -2.373, -0.823], [-1.273, -1.189, -1.983], [-2.479, -1.819, -0.794], [-1.391, -1.800, 1.438], [-2.640, 3.501, -0.715], [-2.252, 3.729, -2.170], [-2.030, 2.368, -2.743], [-3.268, 4.358, -2.954], [-2.410, 4.365, -0.136], [-2.068, 2.632, -0.358], [-3.677, 3.282, -0.617], [-1.293, 4.326, -2.243], [-1.733, 2.341, -3.873], [-2.927, 1.732, -2.692], [-1.218, 1.774, -2.246], [-3.506, 5.199, -2.557], [5.345, 1.861, -0.842], [3.951, 1.329, -0.612], [3.097, 2.329, -0.098], [5.789, 2.246, 0.098], [5.307, 2.757, -1.476], [6.060, 1.181, -1.330], [3.939, 0.507, 0.103], [3.503, 1.008, -1.553], [3.170, 2.354, 0.897]], "lowdin_charge": [-0.06, -0.51, -0.06, -0.09, 0.09, 0.09, 0.07, 0.13, 0.10, 0.10, 0.07, 0.11, -0.07, -0.48, -0.05, -0.06, 0.09, 0.06, 0.09, 0.14, 0.06, 0.05, 0.09, 0.10, -0.05, -0.51, -0.04, -0.06, 0.11, 0.03, 0.07, 0.12, 0.07, 0.09, 0.07, 0.10, -0.05, -0.43, -0.03, -0.11, 0.10, 0.08, 0.05, 0.12, 0.07, 0.08, 0.05, 0.04, -0.06, -0.49, -0.06, -0.07, 0.09, 0.10, 0.10, 0.14, 0.09, 0.10, 0.07, 0.06, -0.08, -0.49, -0.04, -0.06, 0.10, 0.07, 0.09, 0.11, 0.05, 0.07, 0.06, 0.06, -0.06, -0.49, -0.06, -0.12, 0.08, 0.08, 0.08, 0.15, 0.08, 0.06, 0.09, 0.09, -0.05, -0.38, -0.03, -0.11, 0.05, 0.10, 0.09, 0.12, 0.08, 0.08, 0.03, 0.01, -0.04, -0.49, -0.08, -0.04, 0.06, 0.07, 0.07, 0.15, 0.11, 0.07, 0.06, 0.09, -0.09, -0.33, -0.12, 0.08, 0.07, 0.07, 0.11, 0.11, 0.07], "homo_energy_ev": -9.6, "fmax_ha_per_bohr": 0.0689, "smiles": "CC(C)O.CC(C)O.CC(C)O.CC(C)O.CC(C)O.CC(C)O.CC(C)O.CC(C)O.CC(C)O.CCO", "total_charge": 0, "molar_mass_da": 586.93}

***

Number 1: E_tot -94099.5116 eV. Number 2: E_tot -7327.3800 eV. Number 3: E_tot -21720.7419 eV. Number 4: E_tot -51810.7175 eV.